1.
Computed, not measured: a molecular structure, C27H49N3O7P2V, with wB97M-V/def2-TZVPD.

```
89
Properties=species:S:1:pos:R:3:forces:R:3:lowdin_charge:R:1
V 0.15240 0.16598 -0.16868 -0.14 0.01 -0.59 0.85
C -3.06872 0.31499 4.34434 -0.04 -0.02 0.07 -0.03
C -3.62775 0.04639 2.96761 0.06 0.03 -0.04 -0.38
C -4.94471 0.72947 2.68084 -0.07 -0.06 0.02 -0.03
O -2.61553 0.40315 1.95049 0.01 0.01 -0.05 -0.17
P -2.10958 1.76645 1.40824 -0.01 -0.20 0.01 0.47
O -0.66233 1.72884 1.02842 0.05 -0.18 -0.02 -0.31
C -3.02191 2.08064 -0.12221 -0.13 0.10 0.02 -0.17
P -2.30066 1.11076 -1.46120 0.17 -0.11 0.18 0.48
O -1.81560 -0.20517 -0.91821 -0.03 0.06 0.05 -0.30
O -0.97292 1.81819 -1.94194 -0.06 0.09 -0.08 -0.21
C -0.73000 3.02665 -2.77188 0.01 -0.10 0.03 -0.38
C -1.28750 2.85282 -4.16501 0.04 0.06 -0.03 -0.02
C -1.21660 4.26701 -2.05963 0.01 0.04 -0.04 -0.03
O -3.25815 1.09112 -2.67069 -0.03 -0.04 0.00 -0.16
C -4.63769 0.52864 -2.80377 0.17 0.04 -0.05 -0.36
C -4.84302 -0.63418 -1.86473 -0.09 -0.04 0.01 -0.04
C -5.62513 1.65681 -2.63960 -0.06 -0.02 -0.01 -0.03
O -2.47435 2.83581 2.47428 0.02 0.14 -0.08 -0.17
C -1.75413 4.12766 2.63913 -0.06 -0.14 -0.06 -0.40
C -1.29159 4.18007 4.07327 0.04 0.06 0.02 -0.03
C -2.71020 5.23019 2.25608 0.03 0.07 0.00 -0.03
H -3.70690 -0.16123 5.08927 -0.01 0.01 0.00 0.10
H -3.03272 1.38217 4.55897 0.01 0.00 -0.02 0.08
H -2.06778 -0.10445 4.43919 0.02 -0.02 0.00 0.09
H -3.72968 -1.02674 2.80392 0.02 0.03 0.04 0.14
H -4.86846 1.81203 2.77574 0.04 0.04 0.00 0.09
H -5.68434 0.38669 3.40505 0.01 0.00 0.00 0.10
H -5.31932 0.46935 1.68974 0.01 0.01 -0.02 0.08
H -2.96025 3.13981 -0.37609 -0.04 0.01 0.03 0.07
H -4.07365 1.82350 0.00934 -0.01 -0.01 -0.02 0.07
H 0.35904 3.02908 -2.82293 -0.02 0.03 0.01 0.13
H -2.37138 2.94182 -4.18401 -0.02 -0.02 0.01 0.08
H -0.99928 1.89151 -4.58726 0.00 -0.02 0.00 0.09
H -0.87244 3.63687 -4.79941 -0.01 0.00 0.00 0.10
H -2.30436 4.34916 -2.09789 -0.02 -0.02 0.01 0.09
H -0.81459 5.14521 -2.56537 0.00 0.00 0.00 0.11
H -0.87668 4.28935 -1.02315 0.01 0.00 0.01 0.08
H -4.62667 0.18222 -3.83567 -0.04 0.00 0.03 0.15
H -4.84740 -0.32031 -0.81797 0.01 0.02 0.01 0.07
H -4.08120 -1.39908 -1.99864 0.02 -0.01 -0.01 0.09
H -5.81666 -1.07687 -2.07622 0.01 -0.01 0.00 0.11
H -5.67429 2.01125 -1.60941 0.02 0.00 0.02 0.08
H -6.61851 1.29769 -2.90923 0.00 0.00 -0.01 0.10
H -5.38172 2.49189 -3.29356 0.01 0.01 -0.02 0.09
H -0.89844 4.08953 1.96126 0.00 0.04 0.04 0.13
H -2.14282 4.15759 4.75377 -0.02 -0.01 -0.01 0.10
H -0.74672 5.10878 4.24388 0.00 0.00 0.00 0.10
H -0.62840 3.34755 4.30384 0.00 -0.02 -0.01 0.09
H -3.59074 5.22044 2.89783 0.00 -0.02 0.01 0.10
H -3.03206 5.14446 1.21769 -0.01 -0.01 -0.02 0.07
H -2.21508 6.19404 2.37369 0.00 0.01 0.00 0.10
N 2.58816 -0.62075 1.90463 -0.01 -0.06 0.01 0.15
C 2.86720 0.50053 1.15469 0.20 0.09 0.07 -0.26
C 4.09772 1.14892 1.39968 -0.14 -0.06 -0.06 0.02
C 4.38160 2.30793 0.73450 -0.01 0.00 0.00 -0.02
C 3.44566 2.83578 -0.16934 0.00 -0.06 -0.06 -0.03
C 2.29708 2.13199 -0.37798 0.08 0.01 0.13 -0.11
N 2.01004 0.96268 0.24892 0.01 0.04 0.14 0.02
C 1.44454 -1.38925 2.09043 0.11 -0.03 0.12 -0.27
C 1.49206 -2.33574 3.13123 -0.06 0.05 -0.10 0.01
C 0.40906 -3.14336 3.34939 0.01 0.03 -0.01 -0.03
C -0.71377 -3.00494 2.52430 0.02 -0.05 -0.09 -0.03
C -0.68217 -2.06397 1.53436 -0.08 0.14 0.13 -0.12
N 0.37648 -1.24070 1.31133 0.01 -0.17 0.21 0.03
H 3.32680 -0.85914 2.54759 0.00 0.01 -0.02 0.15
H 4.78928 0.73113 2.11843 0.02 0.01 0.01 0.13
H 5.31612 2.81991 0.91714 0.01 0.02 0.00 0.13
H 3.63080 3.76055 -0.69449 -0.01 0.00 -0.01 0.12
H 1.53100 2.48089 -1.05834 0.02 0.04 -0.01 0.10
H 2.38069 -2.41308 3.74280 0.01 -0.01 0.02 0.13
H 0.42649 -3.87611 4.14409 0.00 -0.01 0.01 0.12
H -1.58400 -3.63232 2.64623 -0.01 -0.01 0.01 0.12
H -1.52198 -1.90860 0.86840 -0.01 -0.01 0.03 0.11
C 2.27087 -3.14057 -0.99797 0.01 0.01 -0.02 -0.03
C 0.87448 -2.72846 -1.40092 -0.07 -0.02 -0.03 -0.22
O 0.81795 -1.30063 -1.63631 -0.10 0.25 0.08 -0.28
C 0.80612 -0.92038 -3.03160 0.03 -0.10 -0.03 -0.22
C 1.82781 0.15212 -3.31266 0.03 0.05 -0.01 -0.04
H 2.29927 -4.20325 -0.75751 -0.03 -0.02 -0.01 0.09
H 2.60249 -2.58290 -0.12188 0.00 0.01 0.01 0.06
H 2.97931 -2.95973 -1.80663 0.01 0.01 -0.01 0.09
H 0.13823 -2.95712 -0.63353 0.06 -0.01 0.01 0.10
H 0.55714 -3.23809 -2.31097 -0.01 -0.01 0.02 0.13
H -0.20890 -0.59353 -3.27728 0.05 0.00 -0.01 0.12
H 1.02283 -1.80811 -3.62669 0.01 0.04 0.00 0.13
H 1.60835 1.07012 -2.76965 -0.03 0.01 0.01 0.04
H 1.82585 0.38631 -4.37769 0.00 -0.01 -0.02 0.10
H 2.82988 -0.17702 -3.03778 -0.01 -0.02 0.00 0.09
```
Forces are in eV/Å.

Results
Charge: +2
HOMO level (alpha / beta) (eV): -12.1 / -11.5
Spin multiplicity: 2


2.
Computed, not measured: a molecular structure, C27H50AlNO5S3Si, with wB97M-V/def2-TZVPD.

```
88
Properties=species:S:1:pos:R:3:forces:R:3:lowdin_charge:R:1
Al 0.66653 -0.43194 0.63661 0.18 0.56 -0.40 -0.35
C 4.31501 -1.32154 -0.40646 -0.10 0.17 0.04 0.01
C 3.68049 -1.02072 0.94756 0.44 -0.58 0.02 -0.55
C 3.14086 -2.29284 1.58436 -0.18 0.19 -0.09 -0.01
C 4.68021 -0.32437 1.85705 -0.24 0.16 -0.02 0.00
O 2.50018 -0.15281 0.73036 -0.04 0.44 -0.02 -0.20
Si 2.47056 1.60222 0.48949 -0.55 -0.24 -0.23 -0.01
S 0.43966 1.66507 -0.11754 0.31 -0.26 0.22 0.64
O 3.54991 1.97710 -0.62444 0.16 0.07 0.14 -0.12
C 3.56426 2.53108 -1.97401 0.07 0.05 -0.21 -0.61
C 2.96090 1.50769 -2.93031 0.01 0.07 0.15 -0.03
C 5.02771 2.78621 -2.29270 -0.05 -0.01 0.03 -0.01
C 2.78121 3.83748 -2.00870 0.05 -0.12 0.12 -0.02
O 2.78296 2.09124 1.97652 0.21 0.11 0.13 -0.14
C 2.95164 3.39814 2.58580 0.05 0.22 0.10 -0.61
C 4.29565 3.96858 2.15013 -0.09 -0.12 -0.02 -0.01
C 2.92844 3.15466 4.08804 -0.02 -0.02 -0.11 -0.02
C 1.79753 4.29701 2.16367 0.02 -0.17 -0.04 -0.02
H 5.27138 -1.81858 -0.25063 0.00 -0.04 -0.02 0.11
H 4.50183 -0.39516 -0.95099 0.04 -0.03 0.01 0.08
H 3.69021 -1.98656 -1.00648 0.02 0.00 0.00 0.09
H 3.95379 -2.98136 1.80745 0.01 -0.02 -0.01 0.12
H 2.45078 -2.79682 0.89880 0.05 -0.03 0.03 0.08
H 2.62094 -2.05945 2.51422 0.07 -0.06 -0.05 0.02
H 5.51904 -0.99298 2.04467 0.00 -0.03 -0.04 0.11
H 4.22323 -0.05951 2.80976 -0.01 0.03 0.00 0.08
H 5.06389 0.58134 1.38465 0.03 0.00 0.04 0.10
H 3.55271 0.58870 -2.94109 0.00 0.01 0.00 0.09
H 2.94966 1.91656 -3.94032 0.00 -0.05 -0.02 0.10
H 1.93070 1.29208 -2.63764 -0.02 -0.02 -0.05 0.05
H 5.61038 1.86612 -2.23789 -0.02 -0.01 0.00 0.09
H 5.44444 3.50673 -1.58896 0.02 -0.01 -0.01 0.09
H 5.11622 3.19496 -3.29908 0.04 0.00 0.00 0.10
H 1.72898 3.67725 -1.77570 -0.05 0.01 0.00 0.06
H 2.84557 4.27089 -3.00632 -0.01 0.02 0.00 0.10
H 3.20309 4.55306 -1.30084 -0.01 -0.01 0.00 0.09
H 5.11380 3.37818 2.56457 0.02 0.01 -0.02 0.10
H 4.39844 4.99754 2.49357 0.02 -0.01 0.02 0.10
H 4.37537 3.95395 1.06215 0.02 0.07 0.00 0.07
H 3.70835 2.44303 4.36327 0.01 0.01 0.02 0.09
H 1.95802 2.75886 4.39424 0.00 0.01 -0.01 0.07
H 3.10735 4.09086 4.61638 0.00 -0.02 0.03 0.10
H 1.85572 4.52869 1.09662 -0.01 0.05 0.01 0.08
H 1.82382 5.23213 2.72180 0.01 0.03 -0.04 0.10
H 0.84488 3.79942 2.35350 0.00 0.03 0.02 0.09
C -4.31377 -6.89786 1.22732 -0.05 -0.03 -0.01 -0.01
C -3.67262 -5.56920 1.02079 0.04 0.21 -0.07 -0.20
C -4.27397 -4.62838 0.17791 -0.09 -0.11 0.02 0.02
C -3.73057 -3.38516 -0.03046 0.13 0.10 0.00 -0.17
C -4.43456 -2.42715 -0.95144 -0.08 0.02 -0.01 -0.02
C -2.49025 -3.05671 0.61188 0.06 -0.26 0.16 -0.09
C -1.97062 -1.78207 0.34572 -0.12 0.32 -0.01 -0.06
O -0.84884 -1.31369 0.69375 -0.29 -0.86 0.09 -0.05
C -1.86330 -4.01572 1.47711 -0.04 0.09 -0.02 -0.15
C -0.60875 -3.73303 2.25030 -0.05 0.08 -0.02 -0.01
C -2.47844 -5.23219 1.66421 -0.01 -0.05 -0.03 0.02
H -4.53666 -7.35985 0.26433 0.02 -0.03 0.02 0.10
H -5.26991 -6.77188 1.74082 0.02 0.00 0.02 0.11
H -3.68818 -7.56645 1.81285 -0.01 -0.02 -0.01 0.09
H -5.20061 -4.89127 -0.31769 0.00 0.01 0.00 0.14
H -5.36460 -2.86779 -1.30100 0.00 0.01 -0.01 0.09
H -3.83049 -2.19229 -1.82959 -0.02 0.01 0.00 0.09
H -4.68562 -1.49050 -0.45065 -0.02 -0.01 -0.02 0.10
H -2.60351 -1.09387 -0.21817 0.06 -0.04 -0.03 0.15
H -0.77880 -2.91013 2.94673 0.08 0.06 0.01 0.09
H 0.21930 -3.44968 1.60327 0.05 0.00 -0.06 0.07
H -0.31111 -4.61305 2.81604 -0.02 0.02 0.01 0.09
H -2.02823 -5.95327 2.33503 0.02 0.00 -0.02 0.13
S 0.06188 0.21350 2.95791 -0.25 0.13 0.01 0.83
C 0.73236 -0.09440 4.46816 0.17 -0.10 0.06 -1.01
N 0.34477 0.59331 5.52838 -0.02 0.02 -0.03 -0.05
C 0.81723 0.16992 6.84091 0.01 -0.09 0.20 -0.18
C 2.04813 -0.70236 6.59588 0.10 0.02 -0.16 -0.36
S 1.91145 -1.29465 4.87136 -0.09 0.06 0.08 1.00
H -0.39121 1.28085 5.44312 0.02 0.02 -0.08 0.15
H 0.02958 -0.38151 7.35840 0.00 -0.02 -0.07 0.13
H 1.07047 1.04112 7.44249 0.00 0.01 -0.02 0.13
H 2.08562 -1.56306 7.25656 0.00 0.01 0.03 0.09
H 2.97634 -0.14243 6.67887 -0.01 0.02 0.03 0.09
C -0.07657 -1.39310 -3.18979 0.06 0.03 0.20 -0.04
C 0.36320 -2.22822 -2.00399 -0.25 -0.01 -0.36 -0.18
O 1.10002 -1.42227 -1.03872 0.08 -0.04 0.18 -0.07
H -0.79602 -1.95232 -3.78680 0.04 -0.03 -0.04 0.09
H 0.77116 -1.14156 -3.82808 -0.02 0.04 -0.02 0.09
H -0.54784 -0.46803 -2.85299 -0.03 -0.02 -0.02 0.09
H 1.00771 -3.05076 -2.31225 0.04 -0.01 0.09 0.14
H -0.48524 -2.64572 -1.47161 0.04 -0.01 0.11 0.11
H 1.82373 -0.97680 -1.50589 0.03 0.04 0.11 0.11
```
Forces are in eV/Å.

Results
Charge: +2
HOMO level (eV): -14.0
Spin multiplicity: 1


3.
Computed, not measured: a molecular structure, C27H50AlO2 in a non-equilibrium geometry, with wB97M-V/def2-TZVPD.

```
80
Properties=species:S:1:pos:R:3:forces:R:3:lowdin_charge:R:1
C 0.12142 -2.68171 3.91976 0.30 0.54 0.36 -0.11
C 1.50767 -1.93067 3.94462 -0.04 -0.81 0.12 -0.26
C 2.44829 -2.33990 2.75937 -0.52 0.93 -0.31 -0.21
C 2.08760 -1.55649 1.42320 0.29 -0.64 1.12 -0.20
C 3.38165 -1.16969 0.63970 -0.98 -0.75 -0.81 -0.20
C 3.13763 -0.22103 -0.58221 1.21 0.63 -0.16 -0.21
C 3.09024 1.29758 -0.21878 -0.83 -0.04 0.73 -0.19
C 1.70321 1.64298 0.48916 0.79 -0.21 -0.72 -0.21
C 1.02865 2.91649 -0.09224 0.37 0.02 -0.20 -0.20
C -0.04894 3.65109 0.77537 -0.17 0.31 -0.12 -0.19
C -0.39850 3.10101 2.18904 -1.08 0.32 0.86 -0.21
C -1.92366 2.68451 2.37776 0.87 0.41 -0.79 -0.20
C -2.46618 1.76688 1.24049 -0.07 -0.34 0.96 -0.22
C -1.62474 0.47012 0.98750 -0.85 -0.05 -0.85 -0.21
C -1.55958 0.24888 -0.56619 0.34 -0.63 0.64 -0.20
C -0.84492 -1.08485 -0.98868 -0.35 0.21 -1.39 -0.20
C -1.82810 -2.13222 -1.65546 0.99 -0.44 0.57 -0.20
C -2.21674 -3.32275 -0.69792 -1.18 0.62 -0.30 -0.20
C -3.79551 -3.48703 -0.64881 0.43 -1.70 0.75 -0.31
C -4.41022 -3.18341 0.77435 -0.08 0.30 -0.93 -0.31
Al -5.07658 -1.26547 1.03471 -0.40 -0.37 0.56 0.24
C -7.00784 -1.27450 1.72554 0.26 0.00 0.39 -0.29
H -0.69095 -2.02494 3.54056 0.51 -0.61 -0.09 0.07
H 0.20543 -3.61609 3.32737 -0.26 0.56 0.31 0.07
H -0.16576 -2.93897 4.96424 0.13 0.03 -0.72 0.06
H 1.32026 -0.83674 3.97396 0.33 -0.55 -0.07 0.10
H 2.01032 -2.21791 4.89538 -0.20 0.31 -0.53 0.09
H 3.51012 -2.07829 2.98364 -0.71 -0.44 0.12 0.10
H 2.32786 -3.43654 2.61075 0.43 0.65 0.08 0.10
H 1.42104 -2.22340 0.83286 0.49 0.67 0.07 0.10
H 1.48733 -0.68218 1.74755 0.43 -0.36 -0.45 0.08
H 3.77630 -2.12613 0.21224 -0.16 0.59 0.39 0.11
H 4.17704 -0.80407 1.32509 -0.57 0.14 -0.42 0.11
H 4.00431 -0.36490 -1.27288 -0.54 0.08 0.36 0.09
H 2.22681 -0.48257 -1.16642 0.43 -0.04 0.57 0.10
H 3.89928 1.53895 0.51158 -0.34 -0.22 -0.63 0.11
H 3.24983 1.96983 -1.08943 -0.13 -0.63 0.30 0.08
H 1.94184 1.70219 1.57540 -0.62 0.04 -0.68 0.11
H 1.04595 0.77300 0.27362 0.26 0.68 0.53 0.07
H 1.83208 3.64516 -0.36788 -0.52 -0.46 0.29 0.10
H 0.56002 2.62535 -1.06394 0.39 0.16 0.63 0.10
H 0.27223 4.71433 0.89249 -0.15 -0.76 -0.06 0.10
H -0.98921 3.71364 0.17730 0.63 -0.11 0.48 0.10
H -0.25122 3.93316 2.92280 0.13 -0.66 -0.43 0.10
H 0.20007 2.25364 2.57092 0.01 0.47 -0.61 0.08
H -1.99892 2.18174 3.36328 -0.14 0.23 -0.51 0.11
H -2.50059 3.64054 2.41922 0.12 -0.77 0.01 0.10
H -3.47960 1.42456 1.56189 0.60 0.30 -0.46 0.06
H -2.58156 2.31976 0.28275 0.09 -0.20 0.64 0.10
H -0.62941 0.45944 1.47785 -0.49 0.18 -0.36 0.08
H -2.20788 -0.39743 1.38329 0.49 0.61 -0.06 0.06
H -1.04478 1.09891 -1.07698 -0.49 -0.41 0.45 0.09
H -2.62382 0.19750 -0.89777 0.78 0.24 0.10 0.08
H -0.27266 -1.55061 -0.16262 -0.41 0.30 -0.40 0.07
H -0.11779 -0.81341 -1.79789 -0.23 -0.20 0.74 0.09
H -1.33986 -2.59072 -2.55086 -0.25 0.46 0.53 0.09
H -2.72564 -1.60071 -2.03136 0.43 -0.34 0.39 0.09
H -1.87788 -3.16258 0.35063 -0.07 0.17 -0.71 0.09
H -1.73303 -4.27152 -1.03028 -0.34 0.67 0.10 0.09
H -3.98632 -4.57712 -0.84718 0.04 0.73 -0.09 0.08
H -4.29963 -2.94606 -1.47890 0.40 -0.07 0.57 0.08
H -3.64305 -3.37462 1.56220 -0.63 -0.27 -0.46 0.03
H -5.30095 -3.85272 0.88947 0.72 0.36 0.28 0.04
H -4.18620 -0.58526 2.20808 0.09 0.10 0.27 -0.08
H -4.85978 -0.36134 -0.27768 0.00 0.11 -0.40 -0.09
H -7.03399 -1.98642 2.59187 -0.13 0.35 -0.67 -0.02
H -7.75679 -1.58293 0.96210 0.24 0.27 0.58 -0.03
H -7.24507 -0.27294 2.16455 -0.09 -0.62 -0.50 -0.03
C 3.05144 1.57151 -5.56652 0.01 -0.13 0.20 0.02
C 3.60902 1.27334 -4.39362 -0.20 -0.07 -0.16 0.03
C 4.83151 1.96527 -3.92819 0.03 -0.10 0.23 -0.39
O 5.33952 1.69232 -2.86126 0.06 0.04 -0.08 0.10
C 5.41029 3.00165 -4.81243 0.02 0.16 -0.23 0.02
C 4.85282 3.29945 -5.98491 0.20 0.04 0.18 0.02
C 3.63014 2.60730 -6.45106 -0.15 0.02 -0.19 -0.39
O 3.12156 2.88052 -7.51908 0.07 0.00 0.06 0.10
H 2.15784 1.07618 -5.92429 0.00 0.03 -0.03 0.12
H 3.19934 0.51932 -3.73245 0.03 0.02 0.05 0.12
H 6.30365 3.49725 -4.45412 0.00 -0.03 0.04 0.12
H 5.26221 4.05354 -6.64515 -0.04 -0.01 -0.03 0.12
```
Forces are in eV/Å.

Results
Charge: -1
HOMO level (eV): -4.5
Spin multiplicity: 1


ΔE to the lowest compared entry with this formula, charge and spin per entry: 37.48; 55.46; 225.43 kJ/mol
DFT total energy per entry: -3375.67987; -3216.12715; -1451.61291 a.u.